(A)
C4H9N3 | the ωB97M-V functional and the def2-TZVPD basis

Atoms and positions in Å:
H 0.6164 1.0515 2.5179
N 0.4154 0.1446 2.1065
C 0.6323 0.0742 0.8581
N 1.2621 1.0228 0.0921
C 0.3770 -1.2670 0.2003
C 1.0858 -1.7494 -0.8114
H 1.1910 0.9507 -0.9077
H 1.3500 1.9570 0.4847
H -0.1723 -1.9308 0.8522
H 1.6933 -1.1279 -1.4487
H 1.0217 -2.7853 -1.0992
C -1.9967 1.1009 -0.4454
N -1.8257 0.2579 -1.3475
H -2.1185 2.1487 -0.7152
H -1.9273 0.8609 0.6391
H -1.6042 -0.7088 -0.9757

Summary:
- LUMO energy: 0.9 eV
- Orbital gap: 10.300 eV
- SMILES: [H]/N=C(\N)C=C.C=N
- Net charge: 0

---

(B)
C4H9N3 | the ωB97M-V functional and the def2-TZVPD basis

Atoms and positions in Å:
C -1.2692 -0.4146 0.3151
C 0.0568 0.3937 0.3331
C 1.2347 -0.2060 -0.3136
C 1.5940 1.0748 -1.0310
H -0.3540 -2.0268 1.3753
H -1.8745 -2.3019 1.0089
H -3.4143 -0.4772 0.3415
H 0.1416 0.8271 1.1499
H 1.1186 -1.0664 -0.8965
H 2.2715 -0.7108 0.5274
H 1.5576 1.1449 -2.2323
H 2.3542 1.5414 -0.2622
H -0.1431 2.3924 -0.2913
N -1.0411 -1.7765 0.6504
N -2.3683 0.2309 0.0561
N 0.1355 1.3750 -0.7309

Summary:
- LUMO energy: 0.7 eV
- Orbital gap: 9.731 eV
- Net charge: 0

---

On energetic grounds, (A) is preferred over the next structure by 350.1 kJ/mol.

---

(A)
C4H9N3 | the ωB97M-V functional and the def2-TZVPD basis

Atoms and positions in Å:
C 1.5958 -1.1354 0.7386
C 0.5107 -0.4797 -0.0680
C -0.7251 -1.0451 -0.1883
N -1.6987 -0.6693 -1.0790
N 0.8627 0.6169 -0.8329
C 0.4168 1.6718 -0.2182
N -0.6167 1.8974 0.6680
H 1.3288 -2.1505 1.0507
H 1.8038 -0.5508 1.6410
H 2.5228 -1.2093 0.1614
H -0.9949 -1.9249 0.3921
H -1.3152 -0.0109 -1.7612
H -2.2120 -1.4478 -1.4831
H 0.8073 2.6366 -0.5880
H -1.0816 1.1016 1.0935
H -1.2043 2.6994 0.4737

Summary:
- LUMO energy: 1.1 eV
- Orbital gap: 8.409 eV
- SMILES: CC(=C/N)/N=C\N
- Net charge: 0

---

(B)
C4H9N3 | the ωB97M-V functional and the def2-TZVPD basis

Atoms and positions in Å:
C -1.9743 -0.5762 -0.6600
N -1.1489 -0.1215 0.1648
C 0.5470 -0.4567 -0.1865
C 0.8160 -1.8425 0.3629
N 1.4287 0.4809 0.3045
C 1.1362 1.7391 0.3708
N -0.0709 2.2659 0.1352
H -1.7194 -0.9530 -1.6650
H -3.0272 -0.6695 -0.3857
H 0.5348 -0.4434 -1.2894
H 0.6416 -1.8429 1.4367
H 1.8560 -2.1069 0.1747
H 0.1680 -2.5764 -0.1072
H 1.9330 2.4074 0.6871
H -0.8531 1.5121 0.1517
H -0.2674 3.1838 0.5055

Summary:
- LUMO energy: 1.1 eV
- Orbital gap: 9.618 eV
- SMILES: C=N[C@H](C)/N=C\N
- Net charge: 0

---

(C)
C4H9N3 | the ωB97M-V functional and the def2-TZVPD basis

Atoms and positions in Å:
N 0.4003 0.1182 -1.9996
C -0.6729 0.2392 -1.0579
N -1.0779 -1.0101 -0.4124
H 0.3687 0.8483 -2.6998
H 1.2894 0.1802 -1.5071
H -0.5612 -1.8218 -0.7409
H -1.5363 0.7358 -1.5063
C -0.3404 0.8676 0.4156
C -0.6677 -0.5020 0.9748
C 0.6740 -0.9537 1.4151
N 1.0598 0.9737 0.6820
H 1.3010 1.9111 1.0026
H -0.9999 1.6889 0.7027
H -1.4589 -0.5984 1.7165
H 1.4832 -1.0926 0.7150
H 0.7388 -1.5843 2.3000

Summary:
- LUMO energy (spin up / spin down): -0.2 / -0.4 eV
- Orbital gap (spin up / spin down): 8.286 / 7.749 eV
- Net charge: 0

---

On energetic grounds, (A) is preferred over the next structure by 69.6 kJ/mol.

---

(A)
C8H12 | the ωB97M-V functional and the def2-TZVPD basis

Atoms and positions in Å:
C -2.5467 -0.1612 2.3408
C -1.6032 0.5006 1.6906
C -0.8174 -0.1248 0.6216
C 0.2306 0.3228 -0.0665
C 0.9947 1.5511 0.3595
C 0.6396 -0.3628 -1.3153
C 0.2513 0.0564 -2.5062
C 1.5396 -1.5798 -1.1818
H -2.7148 -1.1991 2.5209
H -3.0478 0.2907 3.1899
H -1.4433 1.5431 1.9150
H -1.1654 -1.1342 0.3201
H 0.6348 2.5170 0.0497
H 2.0203 1.4687 -0.0224
H 1.3167 1.6501 1.4292
H -0.0763 1.0704 -2.7866
H 0.5936 -0.5929 -3.3646
H 2.3421 -1.7729 -1.8950
H 1.8369 -1.5047 -0.1090
H 1.0147 -2.5386 -1.1900

Summary:
- LUMO energy: 1.0 eV
- Orbital gap: 9.499 eV
- SMILES: C=C/C=C(\C)C(=C)C
- Net charge: 0

---

(B)
C8H12 | the ωB97M-V functional and the def2-TZVPD basis

Atoms and positions in Å:
C 2.2904 1.4906 0.1393
C 2.1366 0.8252 -1.0045
C 0.9560 0.8322 -1.8488
C -0.2022 1.4409 -1.5751
H 1.5378 2.1806 0.5079
H 3.1737 1.3826 0.7387
H 2.9293 0.1474 -1.3216
H 1.0367 0.2541 -2.7642
H -0.3169 2.1149 -0.7487
H -1.0236 1.3964 -2.2726
C -1.7892 -1.0412 3.2511
C -1.4783 -0.8441 2.1122
C -1.0255 -0.5593 0.6849
C -1.0936 -1.8329 -0.1581
H -2.0537 -1.2661 4.2443
H -1.7606 0.1763 0.3356
H 0.0171 -0.2414 0.7878
H -2.1227 -2.1818 -0.2475
H -0.7119 -1.6557 -1.1582
H -0.4995 -2.6185 0.2975

Summary:
- LUMO energy: 0.6 eV
- Orbital gap: 9.625 eV
- SMILES: C=CC=C.C#CCC
- Net charge: 0

---

(C)
C8H12 | the ωB97M-V functional and the def2-TZVPD basis

Atoms and positions in Å:
C -2.0174 -0.7077 -0.2636
C -1.9616 0.7562 0.1578
C -0.4483 0.7505 -0.2480
C 0.9491 1.1016 -0.0131
C 1.7067 0.0327 -0.9206
C 1.0544 -1.0727 0.0071
C 1.3945 0.0183 1.0525
C -0.6141 -0.8596 0.1792
H -2.0782 -1.0493 -1.2599
H -2.8879 -1.2111 0.3305
H -2.5942 1.5558 -0.3091
H -2.2260 1.0771 1.3069
H -0.7416 0.3955 -1.4289
H 1.4424 2.1810 -0.2068
H 2.7914 0.0772 -0.7398
H 1.4259 -0.2069 -1.9898
H 1.8019 -1.9718 -0.1885
H 1.0348 0.0167 2.1213
H 2.4448 0.1055 1.0914
H -0.4766 -0.9889 1.3215

Summary:
- LUMO energy: 1.2 eV
- Orbital gap: 10.258 eV
- Net charge: 0

---

On energetic grounds, (A) is preferred over the next structure by 71.3 kJ/mol.

---

(A)
C5H10Si | the ωB97M-V functional and the def2-TZVPD basis

Atoms and positions in Å:
C 0.9452 0.5694 -1.3859
C -0.1168 0.8499 -0.3560
C -0.1643 0.5539 0.9515
Si 1.2658 -0.3665 1.7152
H 1.4474 -0.3592 -1.1038
H 0.5010 0.7196 -2.2912
H 1.7525 1.3430 -1.3111
H -0.9314 1.4991 -0.8846
H -0.9973 0.8657 1.5462
H 2.5235 0.0024 1.0402
H 0.8365 -1.7278 1.3663
H 1.1551 -0.2997 3.2273
C -2.7833 -1.5193 -1.0530
C -2.6895 -0.6121 -0.2726
H -3.2035 -2.1991 -1.7945
H -2.5238 0.2830 0.2619

Summary:
- LUMO energy: 1.0 eV
- Orbital gap: 10.282 eV
- SMILES: C/C=C\[SiH3].C#C
- Net charge: 0

---

(B)
C5H10Si | the ωB97M-V functional and the def2-TZVPD basis

Atoms and positions in Å:
C 2.0365 -0.1177 0.6805
Si 0.9093 0.5998 -0.7268
C -0.2279 -0.9358 -1.2887
C -1.3498 -1.0621 -0.6283
C -1.5043 -0.1138 0.5536
C -0.6423 1.1658 0.2516
H 1.4635 -1.0360 0.9743
H 3.0264 -0.4649 0.4127
H 2.0483 0.5238 1.5435
H 1.4111 1.4909 -1.8548
H 0.0442 -1.5267 -2.2174
H -2.0119 -1.9573 -0.6574
H -2.5058 0.3210 0.7745
H -1.0622 -0.4563 1.4793
H -1.1262 1.7863 -0.4710
H -0.5090 1.7830 1.1744

Summary:
- LUMO energy: 1.0 eV
- Orbital gap: 10.341 eV
- SMILES: C[Si@H]1C=CCC1
- Net charge: 0

---

On energetic grounds, (B) is preferred over the next structure by 312.4 kJ/mol.